No. 1
161
Properties=species:S:1:pos:R:3:forces:R:3 method="wB97M-V/def2-TZVPD" e_above_lowest_ev=2.1653 orbital_gap_ev=8.52 energy_ev=-80155.1175 e_homo_ev=-8.06
C -1.172 -7.235 -1.779 -1.171 0.852 -0.683
O -2.045 -7.964 -0.937 0.397 -0.047 -0.064
C -3.289 -7.326 -0.727 -0.658 -0.421 0.458
C -3.185 -6.013 0.029 -0.451 -0.451 0.912
C -2.597 -6.290 1.432 0.115 0.692 -0.194
N -4.529 -5.453 0.240 0.116 0.864 -0.122
H -0.903 -6.255 -1.374 0.354 -0.196 0.344
H -1.740 -6.963 -2.679 0.195 -0.180 -0.285
H -0.289 -7.788 -2.080 -0.054 -0.334 0.362
H -3.928 -7.255 -1.616 0.569 0.363 -0.546
H -3.886 -8.005 -0.114 0.265 -0.094 0.269
H -2.508 -5.320 -0.480 -0.119 0.039 -0.171
H -3.302 -6.634 2.190 -0.374 -0.439 -0.543
H -2.269 -5.341 1.870 0.485 -0.084 -0.141
H -1.786 -7.009 1.323 0.214 0.171 0.287
H -4.352 -4.531 0.641 -0.223 -0.158 0.407
H -5.008 -5.172 -0.614 0.350 -0.487 -0.325
C 0.658 -4.848 0.914 0.213 0.141 -0.183
O 1.671 -3.968 0.460 -0.531 -0.205 -0.773
C 2.971 -4.330 0.837 0.326 1.119 0.365
C 3.939 -3.215 0.402 -0.087 -0.841 -0.460
N 3.881 -2.873 -1.040 0.000 0.195 1.196
C 4.700 -1.677 -1.303 0.440 -0.976 -1.162
C 6.201 -1.947 -1.194 0.538 0.507 0.372
O 6.509 -3.034 -2.041 -0.171 -0.525 -0.167
C 7.876 -3.113 -2.348 0.716 0.437 -0.113
H 0.888 -5.032 1.966 -0.628 -0.455 0.091
H 0.554 -5.755 0.310 0.709 -0.323 0.253
H -0.329 -4.407 0.754 0.197 0.575 0.450
H 3.316 -5.315 0.511 -0.323 -0.092 -0.478
H 3.022 -4.342 1.933 0.047 -0.160 0.151
H 4.927 -3.637 0.624 0.167 0.325 0.408
H 3.765 -2.328 1.007 -0.044 0.052 0.002
H 4.342 -3.665 -1.476 -0.130 0.209 -0.550
H 4.359 -0.814 -0.742 0.064 -0.102 0.319
H 4.577 -1.434 -2.361 -0.290 0.107 -0.045
H 6.557 -2.139 -0.173 -0.211 -0.212 0.084
H 6.802 -1.089 -1.524 -0.329 0.247 -0.061
H 8.221 -2.154 -2.751 0.050 0.089 0.051
H 8.114 -3.852 -3.111 -0.635 -0.214 -0.007
H 8.511 -3.354 -1.490 -0.189 0.044 0.265
C 3.920 2.913 1.930 -0.897 1.490 -0.728
O 4.491 1.680 2.213 0.225 -0.248 1.095
C 3.895 0.608 1.515 -0.072 -0.856 0.208
C 2.598 0.043 2.125 -0.362 1.905 -0.093
N 2.798 -0.504 3.447 0.323 -1.005 -1.128
C 1.571 -0.696 4.162 -0.610 0.800 1.249
C 0.631 -1.767 3.646 -1.167 -0.431 -0.323
O -0.645 -1.471 4.195 -0.250 0.870 1.064
C -1.653 -2.435 4.101 0.896 -1.395 0.323
H 4.106 3.741 2.622 0.607 -0.785 0.670
H 2.822 2.888 1.910 0.036 -0.232 -0.262
H 4.274 3.344 0.981 -0.150 -0.538 -0.186
H 4.599 -0.224 1.585 0.367 0.205 -0.330
H 3.766 0.937 0.481 -0.218 -0.349 -0.172
H 2.074 -0.632 1.442 0.500 -0.284 0.059
H 1.913 0.910 2.189 -0.204 -0.011 0.028
H 3.576 -0.035 3.884 -0.366 0.088 0.593
H 0.971 0.221 4.285 -0.007 0.189 -0.595
H 1.699 -0.959 5.217 0.700 -0.122 -0.115
H 0.978 -2.736 4.029 -0.051 -0.157 -0.437
H 0.393 -1.785 2.575 1.080 -0.143 -0.155
H -2.449 -2.224 4.810 -0.239 0.575 -0.402
H -1.286 -3.412 4.453 0.223 -0.045 -0.072
H -1.988 -2.624 3.078 -0.310 0.408 -0.113
C -4.518 -2.195 -1.869 0.708 0.572 0.432
O -3.660 -3.267 -2.185 -0.577 -0.889 -0.309
C -2.295 -2.975 -2.430 -0.312 -0.024 -0.697
C -1.578 -2.450 -1.206 0.275 -0.438 0.479
N -0.151 -2.212 -1.418 -0.342 0.644 0.260
C 0.414 -1.337 -0.375 -0.205 -0.861 -1.166
C -0.168 0.062 -0.344 0.356 -0.705 0.694
O -1.255 0.170 0.565 -0.006 -0.049 0.270
C -1.697 1.508 0.740 -0.368 -0.145 -0.730
H -4.132 -1.762 -0.943 -0.483 0.417 0.068
H -5.547 -2.516 -1.719 0.188 -0.545 0.064
H -4.580 -1.410 -2.632 0.385 -0.077 -0.183
H -2.234 -2.317 -3.306 0.126 0.537 0.324
H -1.849 -3.893 -2.823 -0.029 -0.236 0.415
H -1.689 -3.146 -0.360 -0.426 -0.222 -0.100
H -2.090 -1.552 -0.858 0.385 0.267 -0.165
H 0.403 -3.058 -1.320 -0.331 -0.235 -0.311
H 1.470 -1.326 -0.661 0.088 0.459 0.260
H 0.395 -1.818 0.610 -0.284 0.234 0.081
H -0.568 0.374 -1.313 0.824 0.182 -0.268
H 0.715 0.579 0.054 -0.528 1.042 -0.353
H -1.541 1.808 1.772 0.108 0.283 -0.010
H -2.752 1.603 0.472 -0.186 -0.338 0.391
H -1.248 2.185 0.009 0.583 0.070 0.325
C 2.166 8.481 3.921 0.066 0.923 -0.686
O 1.866 7.521 2.940 -0.062 -0.171 -0.210
C 2.967 6.715 2.576 -0.214 -0.312 -0.563
C 2.777 6.054 1.195 0.308 0.042 1.170
N 2.900 7.006 0.113 -0.471 0.224 -1.343
C 3.303 6.400 -1.169 -0.762 -1.074 0.405
C 2.388 5.235 -1.653 1.066 0.852 0.583
O 2.663 4.057 -0.935 0.117 -0.578 0.082
C 1.671 3.074 -1.109 -0.685 0.095 -1.133
H 3.112 8.966 3.651 0.157 -0.118 0.396
H 2.173 8.132 4.957 0.117 -0.328 -0.092
H 1.426 9.279 3.826 -0.184 -0.197 0.164
H 3.114 5.949 3.344 0.079 -0.169 0.002
H 3.892 7.293 2.483 -0.050 0.255 0.194
H 1.853 5.471 1.152 -0.039 -0.070 0.137
H 3.613 5.352 1.140 -0.127 0.005 -0.238
H 1.981 7.368 -0.128 -0.003 0.376 0.709
H 4.332 6.059 -1.048 0.089 0.032 -0.465
H 3.160 7.113 -1.981 0.603 0.444 0.237
H 2.594 5.105 -2.720 -0.314 -0.243 -0.133
H 1.365 5.593 -1.484 -0.250 -0.298 -0.198
H 0.722 3.415 -0.685 -0.033 -0.183 0.341
H 1.930 2.074 -0.770 0.487 0.357 0.708
H 1.451 2.885 -2.170 0.114 0.313 -0.170
C -0.984 4.292 -9.714 -1.082 0.466 -0.908
O -1.678 3.540 -8.745 0.753 -0.091 0.586
C -0.779 2.969 -7.782 -0.729 0.332 -0.339
C -1.520 1.935 -6.965 0.315 -0.623 0.273
N -0.601 0.965 -6.414 -0.332 -0.139 -0.439
C -1.154 -0.056 -5.534 1.287 0.603 -1.436
C 0.020 -0.790 -4.883 -0.695 0.076 0.293
O 0.858 0.182 -4.274 -0.551 -0.473 -0.063
C 2.049 -0.306 -3.698 -0.255 0.030 0.277
H -0.115 4.869 -9.392 0.056 -0.264 0.471
H -1.716 5.013 -10.088 0.113 0.097 0.003
H -0.724 3.690 -10.591 0.309 -0.240 0.193
H -0.413 3.782 -7.151 0.366 -0.049 0.016
H 0.028 2.477 -8.329 0.243 -0.017 0.173
H -2.222 1.455 -7.658 -0.074 -0.092 0.107
H -2.100 2.343 -6.127 -0.192 0.495 -0.270
H 0.376 1.177 -6.350 -0.057 0.282 0.404
H -1.679 -0.698 -6.248 -0.337 -0.587 0.698
H -1.865 0.370 -4.818 0.098 -0.070 0.247
H 0.584 -1.368 -5.620 0.046 0.069 -0.185
H -0.392 -1.488 -4.151 0.298 -0.048 0.225
H 1.925 -1.012 -2.868 -0.510 0.126 0.042
H 2.467 0.623 -3.311 0.791 -0.356 -0.085
H 2.663 -0.861 -4.418 0.218 0.493 -0.200
C -5.222 -1.371 2.003 0.354 -0.451 0.309
O -4.718 -0.820 3.192 -0.062 0.373 0.706
C -3.756 0.194 2.912 0.530 -0.188 -0.236
C -3.315 0.981 4.171 -1.361 -1.235 -1.659
N -4.279 2.026 4.435 -0.053 0.898 0.344
C -3.796 3.034 5.386 -0.921 -0.504 0.514
C -4.817 4.119 5.679 -0.046 -0.972 -0.306
O -5.861 3.475 6.414 -0.366 0.186 -0.681
C -6.937 4.340 6.627 -1.113 0.768 1.108
H -4.406 -1.800 1.406 0.084 0.340 -0.262
H -5.775 -0.608 1.448 -0.060 -0.207 -0.250
H -5.836 -2.234 2.260 -0.337 0.289 0.096
H -4.177 0.847 2.143 0.116 0.250 0.062
H -2.880 -0.326 2.505 0.127 0.185 -0.162
H -2.354 1.442 3.957 0.175 -0.171 0.202
H -3.242 0.132 4.864 0.339 0.620 0.830
H -5.144 1.665 4.820 0.018 -0.222 -0.178
H -2.879 3.491 5.018 0.198 -0.216 0.221
H -3.739 2.536 6.365 1.066 0.220 0.110
H -5.213 4.507 4.736 -0.041 0.321 0.103
H -4.353 4.887 6.302 -0.059 0.265 -0.119
H -7.373 4.874 5.775 0.748 -0.092 -0.490
H -6.686 5.082 7.396 0.191 0.222 -0.191
H -7.831 3.863 7.040 0.475 -0.782 0.033

---

No. 2
51
Properties=species:S:1:pos:R:3:forces:R:3 method="wB97M-V/def2-TZVPD" orbital_gap_ev=8.88 energy_ev=-35922.3495 total_charge=+1 e_homo_ev=-12.45
C 4.552 -1.849 -0.505 -0.158 -0.181 0.172
C 3.170 -1.979 0.132 0.255 -0.306 0.106
O 2.149 -1.374 -0.712 0.201 0.202 -0.069
C 1.223 -0.622 -0.099 0.170 0.274 -0.200
C 0.132 -1.189 0.502 -0.453 -0.327 0.249
C -0.044 -2.684 0.425 0.257 -0.058 -0.124
C -0.890 -3.158 -0.769 -0.146 -0.050 -0.173
C -0.519 -2.502 -2.086 -0.078 0.037 0.045
O -2.279 -2.925 -0.533 0.021 0.143 0.030
C -0.801 -0.354 1.127 -0.120 -0.112 0.080
C -1.917 -0.978 1.905 -0.031 0.224 0.170
C -0.677 1.042 1.016 -0.209 -0.098 0.214
C -1.706 1.998 1.574 0.188 0.069 0.062
C -2.896 2.288 0.641 -0.167 0.084 -0.123
C -3.714 1.067 0.235 0.127 -0.146 -0.004
C -2.458 3.044 -0.615 -0.297 -0.103 0.123
C 0.422 1.562 0.375 0.446 -0.131 -0.377
N 0.526 2.961 0.275 0.353 -0.061 -0.153
N 1.400 0.730 -0.154 -0.471 0.145 0.143
P 2.954 1.242 -0.999 0.197 0.270 -0.063
N 3.374 2.517 0.071 0.185 -0.267 0.030
O 2.377 2.098 -2.242 -0.125 -0.234 -0.022
H 5.250 -1.371 0.178 0.044 0.147 -0.067
H 4.485 -1.277 -1.423 0.072 0.064 -0.062
H 4.953 -2.832 -0.735 0.010 -0.019 -0.085
H 3.122 -1.535 1.127 -0.027 0.174 -0.026
H 2.920 -3.032 0.252 -0.114 0.005 -0.041
H -0.463 -3.058 1.354 -0.117 -0.103 0.006
H 0.929 -3.156 0.302 -0.030 0.030 0.099
H -0.719 -4.230 -0.884 0.008 -0.068 0.162
H -0.737 -1.433 -2.067 -0.024 0.055 0.039
H -1.129 -2.942 -2.871 0.039 -0.013 -0.099
H 0.535 -2.639 -2.323 0.035 -0.041 -0.019
H -2.732 -3.762 -0.406 -0.024 -0.042 0.007
H -2.585 -1.523 1.244 0.039 -0.125 -0.036
H -1.511 -1.675 2.637 0.032 -0.113 -0.022
H -2.495 -0.239 2.446 -0.022 -0.019 -0.016
H -2.032 1.632 2.545 -0.178 -0.011 0.001
H -1.213 2.950 1.753 -0.050 -0.018 0.110
H -3.554 2.953 1.205 0.014 0.043 0.047
H -3.079 0.284 -0.188 -0.005 -0.005 -0.075
H -4.427 1.338 -0.541 -0.091 0.046 0.016
H -4.270 0.632 1.064 0.001 0.008 0.068
H -1.885 2.388 -1.274 0.138 0.052 -0.058
H -1.884 3.934 -0.374 0.110 0.011 -0.033
H -3.348 3.351 -1.164 0.003 0.012 -0.086
H 1.183 3.325 0.953 0.034 0.073 0.173
H 0.882 3.273 -0.613 0.048 0.104 -0.088
H 3.891 2.127 0.858 -0.028 0.105 0.047
H 4.040 3.101 -0.433 -0.104 0.175 0.058
H 1.495 2.480 -2.187 0.042 0.099 -0.139